Record 1
Formula: C18H34BNO3
Source: the OMol25 dataset
Level of theory: ωB97M-V/def2-TZVPD

Results
**DFT total energy**: -27528.0613 eV
**SMILES**: NB(O)C1=CC(=O)C=CC1=O.CCCCCC.CCCCCC
**Orbital gap**: 8.456 eV
**Largest force on an atom**: 0.014 Eh/bohr

Element x y z (Å)
N -3.95965 1.54428 3.78394
B -2.78126 1.89209 3.02642
O -2.06593 0.90466 2.38432
C -2.26943 3.38322 2.83652
C -2.94950 4.27348 2.10109
C -2.43997 5.64142 1.85585
O -2.99334 6.39593 1.08018
C -1.22309 6.06128 2.59197
C -0.53573 5.19032 3.33253
C -0.98200 3.78742 3.45373
O -0.31005 2.96244 4.05099
H -4.79650 1.31787 3.26382
H -4.17724 2.20496 4.51764
H -1.13345 1.01051 2.62276
H -3.90232 4.03370 1.63978
H -0.92228 7.09496 2.47955
H 0.36456 5.47033 3.86489
C -0.98659 -4.81481 -1.51042
C -2.11314 -3.86860 -1.91549
C -1.67602 -2.40797 -2.00688
C -1.17043 -1.80708 -0.69480
C -2.15803 -1.85595 0.46885
C -3.43639 -1.06797 0.20972
H -0.60323 -4.58318 -0.51563
H -1.33373 -5.84883 -1.49468
H -0.15477 -4.75268 -2.21552
H -2.94488 -3.96851 -1.21287
H -2.50094 -4.17557 -2.89040
H -2.51002 -1.81014 -2.38505
H -0.88215 -2.32217 -2.75654
H -0.89552 -0.76318 -0.87694
H -0.24671 -2.31228 -0.39590
H -1.67049 -1.44434 1.35355
H -2.40779 -2.89290 0.71181
H -3.20968 -0.02285 -0.00795
H -4.08789 -1.09347 1.08456
H -3.99929 -1.47702 -0.63180
C 5.98303 -1.09591 -2.46545
C 5.36022 -0.38994 -1.26462
C 4.18468 -1.15015 -0.65297
C 2.99383 -1.35449 -1.59081
C 2.39699 -0.06886 -2.16077
C 1.83922 0.86688 -1.09270
H 5.27202 -1.20020 -3.28625
H 6.83965 -0.53661 -2.84386
H 6.33092 -2.09414 -2.19165
H 5.04673 0.61661 -1.55496
H 6.12490 -0.25868 -0.49466
H 3.85424 -0.62628 0.24829
H 4.53344 -2.13182 -0.31714
H 2.21266 -1.89562 -1.04694
H 3.28754 -2.00605 -2.41858
H 1.59095 -0.34003 -2.84821
H 3.14174 0.46143 -2.76059
H 1.07281 0.36044 -0.50277
H 1.38439 1.74730 -1.54930
H 2.61495 1.21674 -0.40966

Forces on atoms 1 to 3 (eV/Å):
N 0.156 0.633 -0.304
B 0.047 -0.470 -0.028
O -0.015 0.006 0.512


Record 2
Formula: C18H34Cl8N2O8
Source: the OMol25 dataset
Level of theory: ωB97M-V/def2-TZVPD

Results
**DFT total energy**: -138752.0971 eV
**SMILES**: C[N+](=O)[O-].C[N+](=O)[O-].O=C1CCCO1.O=C1CCCO1.ClCCCl.ClCCCl.ClCCCl.ClCCCl
**Orbital gap**: 9.367 eV
**Largest force on an atom**: 0.064 Eh/bohr
**Energy above the lowest of the compared OMol25 structures with the same formula, charge and spin**: 0.00 kcal/mol

Element x y z (Å)
C 14.41147 10.29301 5.50549
N 14.16476 10.26290 6.93560
O 13.15109 10.77320 7.38577
O 14.99619 9.65856 7.62449
H 15.39629 10.76404 5.31064
H 13.56778 10.76906 4.96660
H 14.50832 9.29584 5.12933
C 7.16911 13.67457 10.25961
N 7.01113 12.27413 10.70121
O 7.97508 11.53211 10.54999
O 6.02857 11.98472 11.33272
H 6.47659 13.95682 9.45665
H 8.20317 13.82037 10.00779
H 6.81234 14.29173 11.14316
O 11.10718 4.00477 10.88301
C 11.80512 4.77567 10.34875
C 11.49674 5.61710 9.14630
C 12.81579 6.19274 8.70812
C 13.70856 5.95319 9.91123
O 13.09729 4.91497 10.65392
H 11.11848 4.95361 8.39004
H 10.62638 6.26919 9.30215
H 13.13914 5.59482 7.83904
H 12.96159 7.27683 8.48104
H 14.67338 5.55805 9.59484
H 13.88968 6.78744 10.58606
O 11.63367 7.47706 11.76044
C 11.76379 8.70007 11.62616
C 12.13480 9.59574 10.47436
C 12.25734 10.96590 11.11676
C 11.33956 10.86965 12.27374
O 11.38900 9.48985 12.62934
H 13.05923 9.26813 9.95869
H 11.26302 9.64198 9.79969
H 13.32220 11.13507 11.36473
H 11.98720 11.70748 10.36091
H 11.52573 11.59130 13.06659
H 10.36295 11.11424 11.88000
Cl 8.50394 7.66000 15.81952
C 9.67679 7.10392 14.52659
C 9.02440 6.71953 13.23699
Cl 8.04217 8.05941 12.52710
H 10.29112 6.33840 14.88973
H 10.32227 8.00147 14.32836
H 8.29951 5.94851 13.45224
H 9.79112 6.42409 12.54794
Cl 10.17774 11.24186 15.66749
C 8.44825 11.12224 15.21056
C 8.10706 11.39589 13.81369
Cl 8.86154 12.98167 13.32184
H 7.91810 11.71532 15.90084
H 8.29313 10.08232 15.45533
H 7.04808 11.57414 13.70773
H 8.53174 10.62620 13.12585
Cl 13.68662 7.88397 14.05804
C 13.88820 8.86187 15.44625
C 13.79326 10.31636 15.07427
Cl 15.15826 10.98116 14.12568
H 14.80354 8.70379 16.02744
H 13.05198 8.71500 16.15959
H 13.78080 10.92315 15.98927
H 12.83972 10.44244 14.51924
Cl 17.62666 13.98317 10.68404
C 16.78197 12.59206 10.00714
C 15.23271 12.71627 10.02900
Cl 14.46413 13.93230 8.89031
H 17.10398 11.64725 10.53198
H 17.09534 12.59458 8.96505
H 14.84607 12.89409 11.03759
H 14.81936 11.84246 9.62379

Forces on atoms 1 to 3 (eV/Å):
C 0.150 0.969 -1.673
N 0.002 -0.779 1.815
O 0.645 -0.157 -0.444


Record 3
Formula: C18H34CuF3NO11S
Source: the OMol25 dataset
Level of theory: ωB97M-V/def2-TZVPD

Results
**Multiplicity**: 2
**DFT total energy**: -106854.3146 eV
**Charge**: -2
**Orbital gap (alpha / beta)**: 5.776 / 5.769 eV
**Largest force on an atom**: 0.096 Eh/bohr
**Energy above the lowest of the compared OMol25 structures with the same formula, charge and spin**: 0.00 kcal/mol

Element x y z (Å)
Cu 24.61960 -9.21217 -4.80794
C 26.66055 -11.31411 -7.99104
C 25.71182 -10.14611 -8.03347
O 25.22081 -9.67597 -7.00401
O 25.52286 -9.61722 -9.19545
H 26.07530 -12.20002 -7.74458
H 27.46250 -11.17192 -7.26664
H 27.22856 -11.55399 -8.88989
C 20.14411 -8.86088 -5.97997
C 21.64446 -9.02210 -6.19092
O 22.08766 -8.48257 -7.23369
O 22.48398 -9.43826 -5.31219
H 19.97575 -8.41074 -5.00165
H 19.70894 -9.83892 -5.77463
H 19.58367 -8.32390 -6.74526
C 26.16437 -4.91616 -5.91971
C 25.35079 -6.13559 -6.35011
O 25.08089 -7.09986 -5.51379
O 25.18771 -6.28183 -7.56429
H 26.21501 -4.07522 -6.61134
H 27.12898 -5.40746 -6.04719
H 25.87127 -4.52588 -4.94509
C 23.48138 -8.14117 -1.84358
O 22.22856 -8.75840 -2.23827
O 24.49843 -8.87901 -2.58473
C 23.41817 -6.58146 -2.00496
F 24.61000 -5.96774 -1.98426
F 22.71293 -6.09669 -3.14296
F 22.73770 -6.01445 -1.08229
C 21.08833 -8.35228 -1.49324
C 20.12272 -9.44688 -1.85088
H 20.62510 -10.25291 -1.31606
H 19.14304 -9.21757 -1.43169
H 20.13244 -9.61497 -2.92780
H 20.82748 -7.33620 -1.78932
H 21.18353 -8.38280 -0.40784
H 23.49970 -8.45345 -0.79943
C 26.27317 -12.89331 -4.77736
C 24.77176 -12.58313 -5.03724
C 23.81924 -13.83332 -4.76837
O 24.03088 -14.94335 -5.59999
C 23.63545 -14.78334 -6.96233
N 24.43808 -11.39071 -4.22711
H 26.81515 -11.94761 -4.78036
H 26.53145 -13.50075 -5.64478
H 26.31864 -13.31869 -3.77482
H 24.58396 -12.34894 -6.08509
H 22.79805 -13.52982 -4.99889
H 23.85943 -13.97966 -3.68899
H 24.24120 -14.08239 -7.53664
H 22.66422 -14.29677 -7.05209
H 23.60922 -15.76398 -7.43745
H 23.43612 -11.31906 -4.12205
H 24.81242 -11.60191 -3.31312
C 30.07452 -7.60376 -5.95695
C 29.88528 -7.10171 -4.57006
C 29.02727 -8.04044 -3.65141
S 28.41448 -9.40381 -4.83980
O 27.00746 -9.49443 -4.59700
O 29.29232 -10.58269 -4.96265
C 28.77365 -8.32037 -6.30256
H 30.88559 -8.28987 -5.71298
H 30.41836 -6.89310 -6.70852
H 29.41203 -6.11985 -4.57895
H 30.83171 -7.00001 -4.03899
H 28.14949 -7.49771 -3.30061
H 29.43318 -8.52550 -2.76368
H 27.91046 -7.66758 -6.17270
H 28.76101 -8.88088 -7.23731

Forces on atoms 1 to 3 (eV/Å):
Cu -0.576 0.911 -0.902
C 0.748 -0.948 0.284
C -0.192 2.651 -4.036


- DFT total energy of number 1 (C18H34BNO3)?
  -27528.0613 eV